1.
Computed, not measured: a molecular structure, H18O9Sr in a non-equilibrium geometry, with ωB97M-V/def2-TZVPD.

The value obtained for the orbital gap is 12.1 eV. Its total charge is +2. The calculation puts the total energy at -718.30421 Eh. The HOMO energy is -0.6733 hartree. Its energy above the lowest of the compared OMol25 structures with the same formula, charge and spin is 46.7 kJ/mol.

Each line ends with the natural charge from an NBO analysis.
CARTESIAN COORDINATES (ANGSTROEM)
Sr (-3.81, -12.83, -5.81)  1.860
O (-6.27, -13.97, -5.61)  -0.997
H (-7.21, -13.75, -5.69)  0.504
H (-6.29, -14.96, -5.48)  0.505
O (-1.96, -12.76, -7.95)  -0.980
H (-1.18, -12.34, -8.29)  0.498
H (-2.38, -13.08, -8.74)  0.496
O (-5.69, -11.28, -5.07)  -0.971
H (-6.46, -11.03, -5.55)  0.498
H (-6.07, -11.40, -4.20)  0.493
O (-3.44, -11.64, -3.37)  -0.977
H (-4.04, -11.59, -2.63)  0.492
H (-2.60, -11.64, -2.87)  0.498
O (-5.03, -12.61, -8.21)  -0.987
H (-5.12, -11.84, -8.79)  0.507
H (-5.96, -12.90, -8.24)  0.496
O (-3.91, -14.55, -3.84)  -0.999
H (-3.49, -15.41, -3.76)  0.514
H (-4.65, -14.49, -3.23)  0.503
O (-1.35, -13.61, -5.12)  -0.975
H (-0.50, -13.47, -5.52)  0.500
H (-1.07, -13.53, -4.18)  0.491
O (-3.88, -15.19, -7.25)  -0.966
H (-3.95, -16.06, -6.88)  0.492
H (-4.60, -15.21, -7.87)  0.490
O (-2.27, -10.58, -5.74)  -0.980
H (-1.30, -10.62, -5.94)  0.496
H (-2.28, -10.10, -4.89)  0.500

2.
Computed, not measured: C3H6ClFO in the gas phase in a non-equilibrium geometry, with ωB97M-V/def2-TZVPD.

The value obtained for the orbital gap is 11.1 eV. The calculation puts the total energy at -753.16708 Eh. The HOMO energy is -0.3756 hartree. Its structure (SMILES) is COC[C@H](F)Cl. Its energy above the lowest of the compared OMol25 structures with the same formula, charge and spin is 106.0 kJ/mol.

Each line ends with the natural charge from an NBO analysis.
CARTESIAN COORDINATES (ANGSTROEM)
C (-1.68, -0.55, -0.44)  -0.244
O (-0.42, -0.13, -0.76)  -0.527
C (0.18, 0.30, 0.42)  -0.108
C (1.72, 0.46, 0.18)  0.187
F (1.83, 1.38, -0.84)  -0.345
Cl (2.39, -1.09, -0.37)  -0.044
H (-2.04, 0.19, 0.30)  0.161
H (-1.66, -1.60, -0.02)  0.168
H (-2.28, -0.55, -1.34)  0.197
H (0.00, -0.50, 1.19)  0.181
H (-0.31, 1.23, 0.67)  0.189
H (2.27, 0.84, 1.02)  0.186

3.
Computed, not measured: 2 unconnected molecules or ions with the total composition C4H11N3O2 in a non-equilibrium geometry, with ωB97M-V/def2-TZVPD.

The value obtained for the orbital gap is 9.0 eV. The calculation puts the total energy at -473.68322 Eh. The HOMO energy is -0.3059 hartree. Its structure (SMILES) is [H]/N=C(\N)NC.CC(=O)O. Its energy above the lowest of the compared OMol25 structures with the same formula, charge and spin is 313.9 kJ/mol.

Each line ends with the natural charge from an NBO analysis.
CARTESIAN COORDINATES (ANGSTROEM)
H (-0.59, -1.25, -0.40)  0.345
N (0.18, -1.76, 0.13)  -0.805
C (1.14, -0.88, 0.53)  0.611
N (0.89, 0.62, 0.38)  -0.920
N (2.26, -1.24, 1.19)  -0.619
C (3.51, -0.44, 1.30)  -0.402
H (-0.02, 1.01, 0.17)  0.403
H (1.65, 1.36, 0.63)  0.380
H (2.39, -2.24, 1.24)  0.409
H (3.97, -0.50, 2.45)  0.181
H (3.29, 0.55, 1.02)  0.203
H (4.40, -0.95, 1.01)  0.215
C (-2.54, 1.51, -1.44)  -0.745
C (-3.13, 0.38, -0.86)  0.745
O (-3.65, 0.51, 0.28)  -0.607
O (-2.84, -0.77, -1.42)  -0.676
H (-1.58, 1.51, -2.11)  0.256
H (-2.56, 2.39, -0.69)  0.260
H (-3.38, 1.74, -2.23)  0.252
H (-3.39, -1.53, -1.17)  0.514

4.
Computed, not measured: a molecular structure, C25H27AsFeN4O2S2SbSe4 in a non-equilibrium geometry, with ωB97M-V/def2-TZVPD.

The value obtained for the orbital gap (spin up / spin down) is 4.5 / 4.4 eV. The calculation puts the total energy at -15479.97971 Eh. The HOMO energy (spin up / spin down) is -0.2748 / -0.2713 hartree. The expectation value of S² is 0.80. Its energy above the lowest of the compared OMol25 structures with the same formula, charge and spin is 434.9 kJ/mol. As for the spin multiplicity: 2.

Each line ends with the natural charge from an NBO analysis.
CARTESIAN COORDINATES (ANGSTROEM)
Fe (0.26, -1.34, 0.61)  0.072
C (1.15, -4.78, 2.79)  -0.674
C (0.59, -3.52, 2.23)  0.267
N (0.48, -3.31, 0.96)  -0.184
O (0.97, -4.33, 0.17)  -0.543
C (0.06, -2.48, 3.06)  0.027
C (-0.09, -2.55, 4.54)  -0.655
N (-0.33, -1.40, 2.41)  0.088
O (-0.91, -0.43, 2.94)  -0.497
H (1.93, -5.17, 2.14)  0.251
H (0.35, -5.52, 2.86)  0.242
H (1.56, -4.60, 3.79)  0.232
H (0.67, -4.13, -0.73)  0.484
H (0.85, -2.29, 5.03)  0.223
H (-0.40, -3.55, 4.86)  0.217
H (-0.84, -1.83, 4.86)  0.260
S (2.35, -1.10, 1.19)  -0.032
C (2.96, 0.45, 0.62)  -0.146
C (4.31, 0.75, 0.74)  -0.223
C (4.74, 2.03, 0.41)  -0.179
C (3.83, 3.00, 0.00)  -0.257
C (2.49, 2.69, -0.11)  -0.126
C (2.05, 1.40, 0.15)  -0.458
As (0.25, 0.86, 0.37)  1.286
C (-0.13, 1.98, 1.89)  -0.232
C (-1.20, 2.86, 1.98)  -0.239
C (-1.29, 3.70, 3.08)  -0.208
C (-0.34, 3.65, 4.09)  -0.206
C (0.71, 2.75, 4.01)  -0.196
C (0.82, 1.92, 2.90)  -0.214
C (-0.73, 1.76, -1.10)  -0.308
C (-2.13, 1.81, -1.10)  -0.243
C (-2.82, 2.33, -2.19)  -0.166
C (-2.11, 2.85, -3.27)  -0.223
C (-0.73, 2.83, -3.26)  -0.221
C (-0.04, 2.26, -2.19)  -0.251
H (4.99, 0.00, 1.11)  0.225
H (5.79, 2.26, 0.50)  0.215
H (4.17, 4.01, -0.21)  0.215
H (1.77, 3.46, -0.38)  0.210
H (-1.94, 2.89, 1.20)  0.215
H (-2.13, 4.38, 3.15)  0.214
H (-0.42, 4.30, 4.95)  0.212
H (1.45, 2.68, 4.79)  0.213
H (1.65, 1.22, 2.86)  0.224
H (-2.68, 1.40, -0.26)  0.234
H (-3.90, 2.30, -2.21)  0.217
H (-2.64, 3.25, -4.12)  0.218
H (-0.17, 3.23, -4.09)  0.217
H (1.05, 2.22, -2.20)  0.233
S (1.32, -1.57, -1.70)  -0.228
C (0.28, -1.58, -3.08)  0.379
N (0.10, -0.52, -3.85)  -0.571
C (-0.96, -0.71, -4.84)  -0.233
C (-1.27, -2.21, -4.68)  -0.239
N (-0.47, -2.59, -3.52)  -0.573
H (0.54, 0.37, -3.68)  0.439
H (-0.61, -0.45, -5.84)  0.210
H (-1.84, -0.10, -4.60)  0.221
H (-0.96, -2.80, -5.55)  0.203
H (-2.33, -2.39, -4.50)  0.238
H (-0.66, -3.44, -3.02)  0.432
Se (-4.80, -0.99, -3.54)  -0.233
Sb (-3.63, -1.55, -1.26)  1.005
Se (-5.48, -1.55, 0.36)  -0.547
Se (-4.01, -3.72, -2.36)  -0.215
Se (-1.49, -1.33, -0.19)  -0.317

5.
Computed, not measured: a molecular structure, C2H9FO2Si2, with ωB97M-V/def2-TZVPD.

The value obtained for the orbital gap is 11.1 eV. The calculation puts the total energy at -911.06017 Eh. The HOMO energy is -0.3744 hartree. Its energy above the lowest of the compared OMol25 structures with the same formula, charge and spin is 0.0 kJ/mol.

Each line ends with the natural charge from an NBO analysis.
CARTESIAN COORDINATES (ANGSTROEM)
O (-0.59, 1.58, 1.66)  -0.725
C (-1.00, 0.23, 1.82)  -0.055
C (0.19, -0.70, 1.56)  -0.914
Si (0.46, -1.07, -0.25)  1.436
O (1.06, 0.30, -0.98)  -1.238
Si (0.73, 0.64, -2.54)  1.760
F (-0.81, 1.03, -2.68)  -0.654
H (-1.15, 2.00, 1.01)  0.473
H (-1.82, 0.01, 1.14)  0.161
H (-1.37, 0.09, 2.84)  0.170
H (1.09, -0.15, 1.87)  0.255
H (0.14, -1.61, 2.15)  0.242
H (1.42, -2.18, -0.40)  -0.208
H (-0.82, -1.46, -0.88)  -0.213
H (0.96, -0.53, -3.40)  -0.250
H (1.51, 1.81, -2.94)  -0.240

6.
Computed, not measured: a molecular structure, C47H45F2IrN6O2Si in a non-equilibrium geometry, with ωB97M-V/def2-TZVPD.

The value obtained for the orbital gap (spin up / spin down) is 4.7 / 4.5 eV. Its total charge is +1. The calculation puts the total energy at -2890.31769 Eh. The HOMO energy (spin up / spin down) is -0.3270 / -0.3261 hartree. The expectation value of S² is 0.76. As for the spin multiplicity: 2.

Each line ends with the Löwdin spin population.
CARTESIAN COORDINATES (ANGSTROEM)
Ir (0.59, 0.55, 0.85)  0.375
F (2.42, -2.72, 4.67)  -0.002
C (2.80, -1.86, 3.71)  -0.001
C (1.82, -1.17, 3.01)  0.015
C (2.13, -0.35, 1.93)  0.006
C (3.51, -0.13, 1.65)  0.012
C (4.47, -0.81, 2.42)  -0.002
F (5.78, -0.62, 2.21)  -0.002
C (4.14, -1.70, 3.42)  0.016
C (3.83, 0.75, 0.52)  0.002
C (5.13, 1.21, 0.23)  0.008
C (5.30, 2.15, -0.80)  0.001
C (4.28, 2.43, -1.64)  0.007
C (3.00, 1.68, -1.51)  0.002
N (2.79, 1.11, -0.21)  0.003
H (0.80, -1.30, 3.32)  0.001
H (4.90, -2.24, 3.96)  0.001
H (5.97, 0.94, 0.84)  0.000
H (6.26, 2.64, -0.92)  0.000
H (4.36, 3.16, -2.42)  0.000
H (2.14, 2.30, -1.77)  0.000
N (-0.85, -1.86, 1.67)  0.046
C (-1.80, -1.59, 2.74)  0.003
C (-2.87, -2.68, 2.97)  0.002
C (-3.71, -3.10, 1.74)  0.000
C (-5.15, -2.58, 1.76)  0.000
N (-5.17, -1.14, 1.71)  0.000
C (-5.20, -0.36, 0.65)  0.000
N (-4.84, 0.91, 0.80)  0.000
N (-5.61, -0.79, -0.55)  0.000
C (-2.36, -0.16, 2.54)  0.001
O (-3.44, 0.16, 3.08)  0.003
O (-1.69, 0.62, 1.84)  0.012
H (-1.33, -2.04, 0.79)  0.001
H (-0.27, -2.66, 1.88)  0.000
H (-1.24, -1.52, 3.68)  0.000
H (-3.53, -2.32, 3.76)  0.000
H (-2.36, -3.56, 3.36)  0.000
H (-3.75, -4.19, 1.69)  0.000
H (-3.23, -2.76, 0.82)  0.000
H (-5.62, -2.87, 2.70)  0.000
H (-5.72, -3.02, 0.95)  0.000
H (-4.64, -0.70, 2.51)  0.000
H (-4.42, 1.18, 1.69)  0.000
H (-4.93, 1.59, 0.07)  0.000
H (-5.90, -1.74, -0.70)  0.000
H (-5.65, -0.16, -1.34)  0.000
N (-0.93, 1.94, -0.27)  0.006
C (-0.49, 3.22, -0.67)  0.000
C (-0.82, 3.71, -1.93)  0.000
C (-0.40, 4.97, -2.33)  -0.001
C (0.39, 5.72, -1.48)  0.000
C (0.72, 5.24, -0.22)  -0.001
C (0.26, 4.00, 0.22)  0.003
C (0.45, 3.59, 1.63)  0.012
C (0.27, 4.61, 2.57)  0.004
C (0.41, 4.39, 3.93)  -0.002
C (0.72, 3.11, 4.37)  0.011
C (0.84, 2.08, 3.45)  0.036
C (0.71, 2.29, 2.09)  0.157
H (-1.52, 1.51, -0.98)  0.000
H (-1.45, 1.98, 0.61)  0.000
H (-1.44, 3.12, -2.58)  0.000
H (-0.71, 5.36, -3.29)  0.000
H (0.73, 6.71, -1.78)  0.000
H (1.34, 5.84, 0.42)  0.000
H (-0.02, 5.59, 2.23)  0.001
H (0.27, 5.20, 4.63)  0.000
H (0.85, 2.90, 5.42)  0.002
H (1.06, 1.10, 3.84)  0.004
C (1.94, -5.28, -1.06)  0.000
C (2.25, -4.46, 0.01)  0.000
C (1.91, -3.12, -0.02)  0.003
C (1.24, -2.58, -1.12)  0.037
C (0.98, -3.40, -2.21)  0.008
C (1.32, -4.74, -2.18)  0.002
Si (0.64, -0.76, -1.22)  0.156
C (1.62, -0.09, -2.72)  0.003
C (1.14, -0.26, -3.99)  0.004
C (1.86, 0.06, -5.14)  -0.003
C (3.16, 0.58, -5.02)  0.002
C (3.72, 0.78, -3.80)  0.000
C (3.01, 0.45, -2.53)  0.002
C (-1.17, -0.97, -1.91)  0.023
C (-1.91, -2.12, -1.65)  0.007
C (-3.19, -2.29, -2.14)  0.000
C (-3.76, -1.31, -2.95)  0.007
C (-3.04, -0.17, -3.23)  0.000
C (-1.77, 0.00, -2.71)  0.006
H (2.18, -6.33, -1.03)  0.000
H (2.75, -4.86, 0.87)  0.000
H (2.16, -2.47, 0.81)  0.001
H (0.50, -2.98, -3.08)  0.001
H (1.10, -5.36, -3.04)  0.000
H (0.15, -0.67, -4.12)  0.000
H (1.43, -0.09, -6.12)  0.000
H (3.73, 0.81, -5.91)  0.000
H (4.72, 1.16, -3.71)  0.000
H (3.62, -0.31, -2.01)  0.000
H (-1.46, -2.92, -1.08)  0.000
H (-3.74, -3.19, -1.92)  0.000
H (-4.75, -1.45, -3.37)  0.000
H (-3.46, 0.59, -3.87)  0.000
H (-1.20, 0.88, -2.97)  0.000